No. 1
ORCA calculation (wB97M-V/def2-TZVPD) on a molecular structure, C25H37Ba2Mn2N4O5 at a distorted geometry.

HOMO (spin up / spin down) in eV: -19.8 / -19.8
Lowest unoccupied orbital energy (spin up / spin down) in eV: -17.065 / -17.173
Multiplicity: 11
Net charge: +5
Gap between HOMO and LUMO (spin up / spin down) in eV: 2.757 / 2.649

Each line ends with the Mulliken charge.
Geometry (Å):
Ba -3.05958 -3.37630 3.36117  1.833
Ba 5.24718 -3.27397 -0.57602  1.861
Mn 1.37803 -2.53605 -2.29987  1.032
Mn 0.71051 -3.05409 5.41316  1.419
C 5.03212 -0.57910 -2.83268  -1.492
C 3.88603 -1.42422 -3.41014  1.699
C 4.04626 -1.69935 -4.92079  -1.329
O 3.48714 -2.48182 -2.64895  -0.861
H 5.41182 0.14251 -3.55602  0.359
H 5.96352 -0.99467 -2.44812  0.256
H 4.69069 0.04894 -2.00982  0.310
H 3.06241 -0.71328 -3.34431  -0.418
H 4.36910 -0.89020 -5.57588  0.395
H 3.19839 -2.18245 -5.40642  0.279
H 4.91134 -2.35712 -5.00495  0.377
C 2.67961 -0.91546 2.31129  -0.669
C 2.51750 -0.83791 0.96188  -0.104
C 1.17354 -0.88371 0.24195  0.656
O 0.96002 -0.74990 -1.02173  -0.478
C 0.00628 -1.13930 0.96606  -0.163
C 0.02076 -1.33415 2.43646  0.147
C 1.46582 -1.25996 3.17331  0.341
O 1.41747 -1.54608 4.37091  -0.844
O -0.90175 -1.85196 2.99633  -0.360
O 3.59278 -1.04546 0.31828  -0.471
H 3.63656 -1.01930 2.80105  0.650
H -0.99160 -1.06792 0.55917  0.475
C 4.30665 2.01035 4.48764  -0.964
C 4.33053 1.48947 5.91307  -0.673
C 3.16825 0.64850 6.33008  0.064
C 1.97458 1.40886 6.70654  0.298
N 0.98660 1.98350 6.96077  -0.413
H 4.87956 2.93192 4.38477  0.398
H 3.27202 2.25738 4.24969  0.274
H 4.71227 1.33760 3.73200  0.165
H 4.43969 2.34296 6.58220  0.380
H 5.31838 1.15071 6.22531  0.420
H 3.45478 0.23581 7.29739  0.319
H 2.97564 -0.19776 5.67065  -0.305
C -2.17929 1.20897 -4.47930  -1.077
C -1.41400 2.22101 -3.52990  0.011
C 0.09623 1.92983 -3.55272  0.363
C 0.84150 2.00767 -4.80802  0.025
N 1.47400 2.03158 -5.80531  -0.411
H -3.25037 1.39582 -4.40206  0.369
H -1.98341 0.17245 -4.20480  0.092
H -1.93498 1.50719 -5.49885  0.475
H -1.78774 2.13345 -2.50973  -0.288
H -1.62792 3.24269 -3.84376  0.407
H 0.34388 0.97702 -3.08484  -0.434
H 0.56897 2.62839 -2.86234  0.434
C -3.05170 2.07203 0.92622  -0.344
C -4.58199 1.76293 0.95420  -0.147
C -5.18669 1.30499 2.28106  -0.455
C -4.61483 0.12942 2.86903  -0.006
N -4.16363 -0.80270 3.40627  -0.349
H -2.53874 1.26629 1.45135  -0.061
H -2.82833 2.99423 1.46263  0.394
H -2.64076 2.14983 -0.08034  -0.049
H -4.97550 1.25126 0.07588  -0.073
H -5.15342 2.66415 0.73198  0.399
H -6.27394 1.23014 2.26157  0.438
H -5.07186 1.98334 3.12649  0.341
C -5.06041 -0.45124 -2.26987  -1.047
C -4.32396 -1.63476 -2.89070  -0.757
C -3.28184 -2.11865 -1.86133  0.077
C -3.55799 -2.29851 -0.41905  -0.090
N -3.77940 -2.42742 0.75964  -0.320
H -5.52582 -0.60234 -1.29588  0.427
H -5.92921 -0.32492 -2.91590  0.339
H -4.27568 0.30457 -2.30227  0.228
H -3.86689 -1.42214 -3.85712  0.370
H -4.87431 -2.55827 -3.07056  0.389
H -2.43636 -1.43542 -1.94164  -0.054
H -2.88456 -3.06988 -2.21548  0.524

Cartesian forces, eV/Å:
-1.6 1.5 -0.9
-0.3 1.4 -1.1
2.4 2.4 -0.2
0.9 2.0 -0.3
0.0 0.6 0.5
-0.2 3.6 -2.3
1.2 -1.1 0.4
-1.8 -3.7 2.8
-0.2 -0.1 -0.3
0.3 -1.0 -0.2
-0.3 -0.1 0.1
-0.4 0.7 -0.2
-0.4 0.6 0.6
-0.2 0.0 0.3
0.0 -0.6 -0.2
-5.0 -1.4 6.3
2.5 -1.4 -2.8
-3.1 0.3 0.0
2.0 -1.8 -0.9
0.9 0.6 3.3
4.5 0.5 -4.6
1.5 2.4 -6.4
0.2 -2.4 3.7
-2.6 -1.8 3.1
-1.2 -0.2 -0.7
0.1 0.3 -0.2
0.1 -0.2 -0.5
-0.2 0.3 0.0
1.7 1.7 0.0
0.4 -0.3 1.7
-2.6 1.2 -0.4
2.2 -1.4 -0.5
0.0 0.0 0.1
-0.1 0.1 -0.3
-0.1 -0.3 0.0
-1.0 0.5 0.0
0.0 -1.4 -0.6
0.1 -0.5 0.1
-0.3 0.2 -0.2
0.0 2.0 0.9
-0.4 -1.4 -1.3
0.2 0.7 1.0
1.6 0.0 -3.3
-2.0 -0.2 3.3
-0.1 -0.1 0.1
0.2 -0.1 -0.3
0.2 -0.7 -0.1
0.2 -0.1 0.1
0.2 -0.1 -0.1
-0.3 -0.4 -0.1
0.2 0.3 -0.1
-1.0 -0.5 0.4
-0.2 1.5 -0.7
0.0 0.2 0.4
0.6 -2.4 0.9
-0.2 0.8 -0.9
0.3 -0.2 0.0
-0.1 0.0 0.0
-0.2 0.0 0.0
0.5 -1.1 0.3
0.3 0.6 0.4
-0.1 -0.4 -0.3
0.4 0.9 -0.2
-0.4 -0.9 -1.5
-0.8 -1.5 1.8
1.6 -0.2 -0.4
-1.7 -0.2 4.5
1.6 0.1 -5.3
0.6 -0.3 0.2
0.2 1.1 -0.1
-0.8 0.8 0.2
0.3 0.3 0.3
-0.9 0.4 -0.1
0.3 0.3 0.5
0.0 -0.3 0.2

---

No. 2
ORCA calculation (wB97M-V/def2-TZVPD) on a molecular structure, C25H37Br4N3O6S3SiY at a distorted geometry.

HOMO in eV: -4.6
Lowest unoccupied orbital energy in eV: 1.970
Multiplicity: 1
Net charge: -1
Gap between HOMO and LUMO in eV: 6.606

Each line ends with the Mulliken charge.
Geometry (Å):
Y 0.54746 0.61036 0.09155  -0.551
C -2.07705 -1.64124 2.18948  -1.333
C -1.75195 -0.33305 2.89264  1.711
C -1.93311 -0.51235 4.39917  -1.549
C -2.63863 0.79331 2.37304  -1.382
O -0.36622 -0.00006 2.55366  1.382
Si 0.78216 0.76177 3.49875  0.091
S 2.22320 1.34535 2.13435  -0.831
O 1.30299 -0.22735 4.70089  0.443
C 2.42832 -1.09665 4.88171  1.753
C 2.58859 -2.04140 3.69626  -1.383
C 2.11578 -1.89658 6.14074  -1.818
C 3.68954 -0.26391 5.09053  -1.578
O -0.04575 1.97914 4.22688  -0.447
C 0.29244 2.89077 5.27546  1.706
C 0.20732 2.18804 6.63375  -1.370
C 1.68976 3.46786 5.06161  -1.491
C -0.74851 4.00077 5.20402  -1.835
H -3.11532 -1.91969 2.39052  0.455
H -1.41928 -2.43803 2.54755  0.286
H -1.94860 -1.54056 1.11366  -0.057
H -2.94248 -0.87930 4.59091  0.564
H -1.79286 0.43235 4.92485  0.170
H -1.21324 -1.23689 4.78984  0.185
H -3.68363 0.59398 2.61933  0.491
H -2.55066 0.87076 1.28677  0.092
H -2.33511 1.74118 2.82301  0.061
H 1.64329 -2.54989 3.48964  0.198
H 3.34999 -2.79414 3.91891  0.607
H 2.88369 -1.49270 2.80164  0.124
H 1.23126 -2.51751 5.97665  0.388
H 1.91489 -1.21952 6.97473  0.366
H 2.95779 -2.54183 6.40439  0.400
H 3.89581 0.32310 4.19433  0.244
H 4.54553 -0.91280 5.29555  0.480
H 3.55416 0.41667 5.93546  0.302
H 0.80460 1.27602 6.61526  0.015
H -0.82820 1.91684 6.85549  0.335
H 0.57553 2.84759 7.42396  0.506
H 2.45105 2.69496 5.20747  0.161
H 1.87273 4.28141 5.76886  0.497
H 1.78684 3.84362 4.04161  0.267
H -1.75013 3.57070 5.28104  0.349
H -0.67278 4.52955 4.25078  0.365
H -0.60501 4.71149 6.02237  0.426
Br -1.65290 -1.50842 -6.54843  -0.200
C -1.58969 -1.09048 -4.70221  0.199
C -2.66689 -1.36859 -3.87488  0.082
Br -4.24758 -2.13389 -4.57880  -0.211
C -2.58203 -1.05881 -2.50733  -0.077
Br -4.02456 -1.37667 -1.32524  -0.147
C -1.42978 -0.52568 -1.93215  -0.277
O -1.32493 -0.26274 -0.65257  0.121
C -0.30912 -0.24789 -2.78570  0.083
O 0.77767 0.23372 -2.24422  -0.033
C -0.43782 -0.50731 -4.15002  0.057
Br 1.00634 0.04864 -5.25607  -0.168
N -0.24740 3.75858 -0.90853  -0.852
C -0.01132 2.71140 -0.47033  0.687
S 0.98552 -2.26881 0.37650  -0.446
C 1.13221 -2.75885 -1.22388  0.220
N 2.12895 -2.23205 -2.00526  0.310
C 2.35922 -2.64646 -3.25552  -0.048
C 1.60840 -3.64462 -3.79502  -0.642
C 0.56819 -4.12726 -2.98876  -0.136
N 0.34102 -3.71701 -1.76120  -0.495
H 2.57532 -1.38805 -1.64948  0.001
H 3.14677 -2.14554 -3.79989  0.435
H 1.76636 -3.98511 -4.80619  0.406
H -0.11998 -4.87556 -3.37207  0.412
C 4.07844 1.28754 -3.14168  -1.047
S 2.99050 1.68784 -1.77078  1.046
C 4.09817 2.84821 -0.95619  -1.086
O 3.02283 0.46218 -0.87390  -0.826
H 4.36406 2.21569 -3.64020  0.449
H 3.50672 0.66326 -3.82868  0.114
H 4.94928 0.76448 -2.74245  0.302
H 4.04247 3.79987 -1.48901  0.433
H 5.11671 2.45713 -0.93574  0.360
H 3.71437 2.96283 0.05829  0.181

Cartesian forces, eV/Å:
0.8 -2.5 0.2
0.1 -0.1 0.0
-0.2 -0.1 0.0
0.3 0.1 0.0
0.2 0.1 0.0
-0.2 0.1 -0.3
0.3 0.2 -0.3
0.0 0.0 0.3
0.0 0.0 0.1
0.0 -0.1 0.1
-0.1 0.1 0.0
-0.1 0.0 0.0
0.0 0.1 -0.1
0.0 0.0 0.2
0.0 0.1 0.0
0.0 -0.1 -0.2
0.0 -0.1 -0.1
0.0 0.0 -0.1
0.0 0.0 0.0
-0.1 0.0 0.0
0.0 0.0 0.0
0.0 0.0 0.0
0.0 0.0 0.0
-0.1 0.0 0.0
0.0 0.0 0.0
0.0 0.0 0.0
-0.1 0.0 0.0
0.0 0.0 0.0
0.0 0.0 0.0
0.0 0.0 0.0
0.0 0.0 0.0
0.0 0.0 0.0
-0.1 0.0 0.0
0.0 0.0 0.0
0.0 0.0 0.0
0.0 0.0 0.0
0.0 0.0 0.0
0.0 0.0 0.0
0.0 0.0 0.0
0.0 0.1 0.0
0.0 -0.1 0.0
0.0 0.0 0.1
0.0 0.0 0.0
0.0 0.0 0.1
0.0 0.0 0.0
0.0 0.0 0.0
0.0 0.0 0.1
0.1 0.1 0.0
0.0 0.0 0.0
0.0 -0.1 0.0
0.0 0.0 0.0
-0.2 -0.1 0.0
0.1 0.2 -0.3
0.1 0.1 -0.1
-0.4 -0.1 0.6
-0.1 0.0 0.0
0.0 -0.1 0.1
0.1 -0.1 0.1
-0.5 2.2 -0.5
0.1 -0.1 0.0
0.1 -0.3 0.1
-0.3 0.1 -0.1
0.1 0.1 -0.2
0.0 0.0 -0.1
-0.1 0.1 0.3
0.0 -0.2 -0.1
0.1 0.2 0.1
0.0 0.1 0.0
0.0 0.0 0.0
0.0 0.0 0.0
-0.2 0.0 0.0
0.5 0.3 0.0
-0.1 -0.1 0.0
-0.3 0.0 0.1
0.0 -0.1 0.0
0.0 0.0 0.0
0.0 0.0 0.0
0.0 -0.1 0.1
-0.1 0.0 0.0
0.0 0.0 0.0

---

No. 3
ORCA calculation (wB97M-V/def2-TZVPD) on a molecular structure, C25H37Cl3NNiO3Sb.

HOMO in eV: -7.9
Lowest unoccupied orbital energy in eV: 0.247
Multiplicity: 1
Net charge: 0
Gap between HOMO and LUMO in eV: 8.166

Each line ends with the Mulliken charge.
Geometry (Å):
Ni 1.62587 1.43465 0.69356  0.207
C 4.02164 1.30597 2.27982  -0.548
O 3.58317 1.33023 0.90705  -0.297
H 3.74746 2.22948 2.78913  0.305
H 5.09858 1.14711 2.31461  0.306
H 3.50256 0.47367 2.74801  0.147
H 4.00306 2.06715 0.44901  0.342
Cl 0.42105 4.38590 0.89715  -0.212
C 1.80268 3.34147 0.47283  -0.985
H 2.61339 3.67423 1.12856  0.441
H 2.05774 3.58102 -0.56357  0.423
C 2.63832 -3.11457 2.35583  -1.355
C 2.77476 -2.85582 0.85720  0.457
C 2.57933 -4.13104 0.04672  -1.369
Sb 1.53633 -1.19898 0.20133  0.272
C 2.14071 -1.15873 -1.87593  0.264
C 3.65695 -1.07605 -1.99975  -1.507
C 1.45821 0.00515 -2.58384  -1.199
C -0.45333 -2.03260 0.05369  2.457
C -0.73210 -2.83923 -1.20714  -1.502
C -0.79437 -2.83226 1.30833  -1.620
H 3.33792 -3.89308 2.67482  0.432
H 1.63493 -3.45302 2.61695  0.272
H 2.84668 -2.21886 2.94488  0.234
H 3.78519 -2.47501 0.67780  0.352
H 1.61927 -4.59568 0.27803  0.230
H 3.35832 -4.86013 0.28950  0.475
H 2.61407 -3.95634 -1.03058  0.285
H 1.79152 -2.09889 -2.31249  0.566
H 4.04655 -0.19048 -1.49223  0.189
H 3.94783 -1.00096 -3.05179  0.457
H 4.16233 -1.94833 -1.58059  0.362
H 1.65609 0.95556 -2.08136  0.124
H 0.37682 -0.11633 -2.61043  -0.045
H 1.81694 0.08872 -3.61468  0.596
H -1.07029 -1.13007 0.02795  -1.502
H -0.10644 -3.73221 -1.27312  0.261
H -0.58457 -2.25165 -2.11477  0.294
H -1.77594 -3.16843 -1.20135  0.473
H -0.23288 -3.76785 1.34439  0.340
H -1.85608 -3.09108 1.31290  0.295
H -0.58552 -2.27778 2.22635  0.437
Cl -2.57240 0.13414 -2.27979  -0.169
C -2.22035 1.83295 -2.16911  1.000
C -1.28623 2.34505 -3.05047  -0.695
C -1.01202 3.70151 -3.07537  -0.598
C -1.67723 4.54032 -2.19964  -0.678
C -2.59119 4.01149 -1.31166  0.754
Cl -3.37489 5.09769 -0.19353  -0.259
C -2.90887 2.64556 -1.25599  -0.762
N -3.90346 2.20643 -0.39999  -0.070
C -3.92268 0.97608 0.33507  -0.363
C -4.87953 0.03116 -0.02599  -0.277
C -4.99437 -1.16310 0.65741  -0.643
C -4.14729 -1.41865 1.72735  -0.810
C -3.21159 -0.47305 2.10289  -0.557
C -3.08055 0.74140 1.42703  0.955
C -2.09675 1.74683 1.97294  -1.311
C -0.63287 1.47430 1.65949  1.003
O 0.19991 1.40505 2.57215  -0.728
O -0.28447 1.39495 0.41869  -0.097
H -0.79587 1.66740 -3.73546  0.488
H -0.28864 4.10063 -3.77241  0.405
H -1.47747 5.60228 -2.17779  0.403
H -4.35838 2.96372 0.08366  0.373
H -5.51363 0.24988 -0.87509  0.458
H -5.73965 -1.88922 0.35950  0.401
H -4.23257 -2.34472 2.28220  0.513
H -2.57270 -0.65801 2.95956  0.452
H -2.18645 1.77019 3.05830  0.491
H -2.30253 2.75287 1.60331  0.172

Cartesian forces, eV/Å:
0.0 -0.2 -0.5
-0.1 0.0 0.0
0.0 0.0 0.0
0.0 0.0 0.0
0.0 0.0 0.0
0.0 0.0 0.0
0.0 0.1 0.0
-0.1 0.0 0.0
0.0 -0.1 0.0
0.0 0.0 0.0
0.0 -0.1 0.0
0.0 0.0 0.0
0.0 0.1 0.1
0.0 0.0 0.0
0.0 0.2 -0.1
-0.1 -0.2 0.0
0.0 0.0 0.0
0.0 0.0 0.0
0.0 0.0 0.1
0.1 0.0 -0.1
0.0 0.0 0.0
0.0 0.0 0.0
0.0 0.0 0.0
0.0 0.0 0.0
0.0 0.0 0.0
0.0 0.0 0.0
0.0 0.0 0.0
0.0 0.0 0.0
0.0 0.0 0.0
0.0 0.0 0.0
0.0 0.0 0.0
0.0 0.0 0.0
0.0 0.0 0.0
-0.1 0.0 0.0
0.0 0.0 0.0
0.0 0.0 0.0
0.0 0.0 0.0
0.0 0.0 0.0
0.0 0.0 0.0
0.0 0.0 0.0
0.0 0.0 0.0
0.0 0.0 0.0
0.1 0.0 0.0
-0.1 0.1 0.0
0.0 0.0 0.0
0.0 0.0 0.0
0.0 0.0 0.0
0.0 0.0 0.0
0.0 0.0 0.0
0.1 0.0 0.0
-0.1 0.0 0.0
0.1 -0.1 0.0
0.1 0.0 0.0
0.0 0.0 0.0
0.0 0.0 0.0
0.0 0.0 0.0
0.0 0.0 -0.1
0.0 0.0 -0.1
0.1 0.1 0.0
-0.3 -0.1 0.2
0.3 0.2 0.3
0.0 0.0 0.0
0.0 0.0 0.0
0.0 0.0 0.0
0.0 0.1 0.0
0.0 0.0 0.0
0.0 0.0 0.0
0.0 0.0 0.0
0.0 0.0 0.0
0.0 0.0 0.0
0.0 0.0 -0.1

---

Look up the multiplicity of the first one.
11

---

The lowest net charge belongs to which entry?
C25H37Br4N3O6S3SiY